1.
{"formula": "C5H10Cl15NOPS", "method": "the ωB97M-V functional and the def2-TZVPD basis", "multiplicity": 1, "homo_energy_ev": -12.68, "e_lumo_ev": -3.632, "max_force_ev_per_a": 0.926, "total_charge": 1, "energy_ha": -7968.67698, "elements": ["N", "P", "O", "S", "H", "H", "H", "H", "H", "C", "Cl", "Cl", "Cl", "H", "C", "Cl", "Cl", "Cl", "H", "C", "Cl", "Cl", "Cl", "H", "C", "Cl", "Cl", "Cl", "H", "C", "Cl", "Cl", "Cl", "H"], "coordinates": [[2.14390, -1.62605, 3.83787], [1.63805, -0.52723, 2.67978], [0.31895, -1.15096, 2.01186], [3.28586, -1.05849, 1.12923], [2.12115, -1.18890, 4.75521], [1.63894, -2.50572, 3.89847], [0.31921, -2.12402, 1.95143], [3.10948, -2.35467, 0.80078], [2.83423, -0.45132, 0.01515], [-1.38764, 1.64830, 0.41247], [-1.85878, 2.01582, -1.24328], [0.33940, 1.97737, 0.63892], [-2.35722, 2.55831, 1.55899], [-1.55058, 0.59239, 0.58942], [5.15845, 2.69281, -0.73850], [4.59312, 1.60535, 0.56970], [3.85672, 2.95746, -1.88804], [5.76023, 4.18839, -0.06666], [5.96779, 2.17853, -1.23963], [-5.71534, 2.82512, -0.79573], [-6.26099, 3.54731, 0.71551], [-5.59537, 1.06743, -0.64157], [-6.76987, 3.26667, -2.13257], [-4.72356, 3.20403, -1.00738], [-0.02061, -0.40201, -3.54667], [0.29098, -1.01015, -1.90469], [0.97489, 1.00997, -3.87460], [0.24813, -1.66841, -4.73205], [-1.06109, -0.10565, -3.58360], [-1.41924, -4.25466, 0.26148], [-2.78189, -5.34274, 0.31797], [-1.92302, -2.56690, 0.26493], [-0.31349, -4.55691, 1.63303], [-0.86080, -4.44044, -0.64725]], "forces_ev_per_angstrom": [[-0.7, 0.1, -0.1], [-0.5, 0.5, 0.5], [0.8, -0.2, 0.0], [0.5, -0.4, 0.1], [0.4, 0.0, 0.0], [0.2, -0.1, -0.1], [-0.5, 0.0, -0.1], [-0.3, 0.1, -0.2], [-0.2, -0.3, -0.1], [-0.1, 0.0, 0.0], [0.0, 0.0, -0.1], [0.1, 0.0, 0.0], [0.0, 0.0, 0.0], [0.0, 0.0, 0.0], [-0.1, 0.0, 0.0], [0.3, 0.4, 0.0], [0.0, 0.0, 0.0], [0.0, 0.0, 0.0], [0.0, 0.0, 0.0], [0.0, 0.0, 0.0], [0.0, 0.0, 0.0], [0.0, 0.0, 0.0], [0.0, 0.0, 0.0], [0.0, 0.0, 0.0], [0.1, 0.1, -0.1], [0.0, 0.0, 0.1], [0.0, 0.0, 0.0], [0.0, 0.0, 0.0], [0.0, 0.0, 0.0], [-0.1, 0.0, -0.1], [0.0, 0.0, 0.0], [-0.2, 0.0, 0.0], [0.1, 0.1, 0.0], [0.0, 0.0, 0.0]], "mulliken_charge": [-0.518, 0.459, -0.093, -0.185, 0.312, 0.249, 0.159, 0.303, 0.303, 0.588, -0.115, -0.077, -0.101, -0.280, 0.007, -0.167, -0.077, -0.090, 0.311, 0.225, -0.116, -0.114, -0.118, 0.121, -0.045, -0.005, -0.090, -0.111, 0.278, 0.036, -0.086, -0.074, -0.184, 0.296]}

---

2.
{"formula": "C33H39AuGe2N2O2", "method": "the ωB97M-V functional and the def2-TZVPD basis", "multiplicity": 1, "homo_energy_ev": [-13.14, -13.14], "e_lumo_ev": [-9.117, -9.108], "max_force_ev_per_a": 2.048, "total_charge": 2, "energy_ha": -5829.71932, "elements": ["Au", "C", "O", "C", "C", "C", "C", "C", "C", "N", "N", "C", "C", "O", "C", "C", "C", "C", "C", "C", "C", "C", "H", "H", "H", "H", "H", "H", "H", "H", "H", "H", "H", "H", "H", "C", "C", "Ge", "C", "C", "C", "C", "Ge", "C", "C", "C", "C", "C", "C", "C", "C", "C", "C", "H", "H", "H", "H", "H", "H", "H", "H", "H", "H", "H", "H", "H", "H", "H", "H", "H", "H", "H", "H", "H", "H", "H", "H", "H", "H"], "coordinates": [[-0.67678, 0.26228, 1.29477], [-0.57163, -2.26708, 3.52426], [0.02707, -0.98437, 3.23741], [1.34272, -0.80995, 3.52215], [2.02192, -1.64200, 4.40078], [3.36376, -1.43250, 4.66025], [4.05534, -0.37834, 4.05586], [3.39003, 0.47340, 3.21454], [2.02882, 0.26620, 2.90766], [1.38302, 1.03207, 1.96391], [1.98465, 2.05400, 1.52553], [1.57882, 2.98333, 0.67448], [0.21586, 3.03734, 0.09849], [-0.73981, 2.36198, 0.53301], [-0.00003, 3.90590, -1.02608], [0.93982, 4.78190, -1.42615], [2.22981, 4.85250, -0.79573], [3.16614, 5.80479, -1.19751], [4.39802, 5.88226, -0.57516], [4.71928, 4.99199, 0.45215], [3.81965, 4.03124, 0.85080], [2.55437, 3.94620, 0.24574], [-0.93645, -2.28568, 4.55015], [0.13752, -3.07569, 3.35630], [-1.40283, -2.37506, 2.83700], [1.49409, -2.42668, 4.92281], [3.87151, -2.09331, 5.35002], [5.10996, -0.23656, 4.24577], [3.90342, 1.29707, 2.74271], [-0.98354, 3.87909, -1.47749], [0.71912, 5.46984, -2.23328], [2.91463, 6.48143, -2.00399], [5.11230, 6.63319, -0.88412], [5.68168, 5.06409, 0.94004], [4.07307, 3.35451, 1.65331], [-5.29581, 1.27028, -0.23056], [-3.89155, 1.40337, 0.36027], [-3.08460, -0.37449, 0.75013], [-4.02061, -1.43567, 2.16030], [-5.43572, -1.85019, 1.74642], [-2.81433, -1.46185, -0.85050], [-1.69001, -1.68907, -1.52376], [0.05568, -0.94485, -0.88704], [1.32942, -2.16542, 0.05817], [2.07817, -3.17243, -0.81773], [0.97467, 0.50768, -1.90332], [1.64571, 0.10320, -3.21714], [-1.56445, -2.50146, -2.75074], [-2.66936, -3.06538, -3.39727], [-2.50310, -3.82582, -4.54048], [-1.23709, -4.04348, -5.06867], [-0.12944, -3.49324, -4.44426], [-0.30133, -2.73343, -3.30029], [-5.68839, 2.26274, -0.45651], [-5.98929, 0.80119, 0.46497], [-5.29552, 0.69781, -1.15879], [-3.91102, 1.96577, 1.29552], [-3.22173, 1.92157, -0.32490], [-4.04791, -0.83922, 3.07418], [-3.43313, -2.33077, 2.36690], [-6.09783, -0.99591, 1.62193], [-5.86326, -2.47390, 2.53186], [-5.43059, -2.42850, 0.82234], [-3.73242, -1.92989, -1.20442], [0.75525, -2.69103, 0.82428], [2.04068, -1.50420, 0.56184], [1.39659, -3.86745, -1.30626], [2.75440, -3.75354, -0.18962], [2.68061, -2.67996, -1.58168], [1.72324, 0.90818, -1.21139], [0.23303, 1.28692, -2.08773], [2.41536, -0.65481, -3.06876], [2.12767, 0.98019, -3.65091], [0.92215, -0.26789, -3.94107], [-3.66883, -2.91083, -3.01585], [-3.37093, -4.25337, -5.02469], [-1.11453, -4.63967, -5.96263], [0.86281, -3.65507, -4.84423], [0.58204, -2.31549, -2.81830]], "forces_ev_per_angstrom": [[0.0, 0.0, -0.1], [-0.2, -0.3, 0.1], [0.4, 0.3, 0.0], [-0.3, -0.2, -0.1], [0.1, -0.2, 0.1], [-0.3, -0.1, 0.0], [0.1, 0.3, -0.2], [0.3, 0.0, 0.3], [0.3, 0.6, 0.0], [-1.3, -0.7, -0.6], [1.8, 0.2, 0.8], [-0.8, -0.1, -0.3], [0.0, -0.2, -0.1], [0.0, 0.4, 0.5], [-0.1, 0.3, -0.4], [-0.4, -0.2, 0.0], [0.3, 0.1, 0.1], [-0.2, -0.1, 0.0], [0.0, -0.1, 0.0], [0.1, 0.0, 0.0], [0.2, 0.0, 0.1], [-0.1, -0.1, 0.0], [0.1, 0.1, 0.0], [0.0, 0.1, 0.0], [0.0, 0.1, 0.0], [0.0, 0.0, 0.0], [0.0, 0.0, 0.0], [0.0, 0.0, 0.0], [0.0, -0.1, 0.0], [0.0, 0.0, 0.0], [0.0, 0.0, 0.0], [0.0, 0.0, 0.0], [0.0, 0.0, 0.0], [0.0, 0.0, 0.0], [0.0, 0.0, 0.0], [0.0, 0.1, 0.0], [0.2, -0.5, 0.2], [0.4, -0.1, -0.6], [0.5, 0.4, -0.1], [0.0, 0.0, 0.0], [-0.5, 0.1, 0.3], [0.7, 0.2, 0.1], [-0.4, -0.2, 0.1], [-0.4, 0.3, -0.2], [0.0, 0.0, 0.1], [-0.4, -0.3, 0.4], [0.0, 0.1, 0.0], [0.0, -0.2, -0.2], [0.1, 0.0, 0.0], [-0.1, 0.0, 0.0], [0.1, 0.0, 0.0], [0.0, 0.0, -0.1], [-0.2, 0.1, 0.2], [0.0, 0.0, 0.0], [0.0, 0.0, 0.0], [0.0, 0.0, 0.0], [0.0, 0.1, 0.0], [0.0, 0.0, 0.0], [0.0, 0.0, 0.0], [0.0, 0.0, 0.0], [0.0, 0.0, 0.0], [0.0, 0.0, -0.1], [-0.1, 0.0, 0.0], [0.1, -0.1, -0.1], [0.0, 0.0, 0.0], [0.0, 0.0, 0.0], [0.0, 0.0, 0.0], [0.0, 0.0, -0.1], [0.0, 0.0, 0.0], [0.0, 0.0, 0.0], [0.0, 0.0, 0.0], [0.0, 0.0, 0.0], [0.0, 0.0, 0.0], [0.0, 0.0, 0.0], [0.0, 0.0, 0.0], [0.0, 0.0, 0.0], [0.0, 0.0, 0.0], [0.0, 0.0, 0.0], [0.0, -0.1, -0.1]], "mulliken_charge": [0.182, -0.727, -0.344, 0.573, -0.566, -0.619, -0.956, -0.161, 0.361, 0.501, -0.415, 0.157, 0.523, -0.618, -0.296, -1.090, 1.070, -0.952, -0.526, -0.858, -0.423, 0.651, 0.319, 0.551, -0.137, 0.544, 0.458, 0.444, 0.391, 0.554, 0.447, 0.462, 0.434, 0.431, 0.418, -1.217, -0.250, 0.222, -0.471, -1.212, -1.169, 0.967, 0.926, 0.100, -1.279, 0.263, -1.302, 0.538, -0.591, -0.752, -0.519, -1.432, -0.106, 0.375, 0.263, 0.333, 0.420, 0.197, 0.462, 0.376, 0.287, 0.372, 0.298, 0.324, 0.130, 0.169, 0.351, 0.438, 0.272, 0.038, 0.151, 0.256, 0.441, 0.359, 0.393, 0.420, 0.434, 0.422, 0.520]}

---

3.
{"formula": "C3H14NO2", "method": "the ωB97M-V functional and the def2-TZVPD basis", "multiplicity": 2, "de_lowest_kcal_mol": 4.4, "s2": 0.75, "homo_energy_ev": [-3.03, -11.78], "e_lumo_ev": [0.724, 0.569], "max_force_ev_per_a": 1.205, "total_charge": 0, "energy_ha": -327.80929, "elements": ["C", "C", "C", "N", "H", "H", "H", "H", "H", "H", "H", "H", "H", "H", "H", "H", "O", "H", "H", "O"], "coordinates": [[-0.34698, -0.83866, -0.53441], [-1.38965, -0.54510, 0.52780], [-1.19144, -1.41295, 1.77034], [-0.28946, 0.26045, -1.56259], [-0.59752, -1.75532, -1.08463], [0.66455, -0.93295, -0.17046], [-1.32615, 0.52249, 0.77446], [-2.36334, -0.72281, 0.06166], [-2.03469, -2.08903, 1.88786], [-1.18218, -0.77171, 2.65106], [-0.25362, -1.94672, 1.73070], [-1.22408, 0.66116, -1.68457], [0.08400, -0.10519, -2.44371], [0.42549, 0.97841, -1.30542], [1.66456, 0.47504, 2.36616], [1.56705, 1.45918, 1.12707], [1.58351, 0.53824, 1.41116], [1.80845, 2.81853, -1.76976], [2.52207, 1.53453, -2.20273], [1.87944, 1.87242, -1.54999]], "forces_ev_per_angstrom": [[-0.1, -0.3, -0.8], [0.3, 0.3, -0.3], [-0.6, 0.5, 0.1], [0.1, -0.4, 1.1], [0.0, 0.2, 0.2], [0.1, 0.0, 0.4], [-0.1, -0.2, 0.1], [0.0, 0.1, 0.2], [0.2, -0.3, 0.1], [0.1, -0.1, 0.1], [0.2, -0.3, 0.0], [0.0, 0.3, -0.4], [-0.1, -0.1, -0.8], [-0.3, 0.2, -0.1], [0.0, 0.4, 0.0], [0.2, 0.0, 0.3], [-0.1, -0.4, -0.3], [-0.2, 0.0, 0.0], [-0.1, -0.2, 0.0], [0.3, 0.4, 0.2]], "lowdin_spin": [0.085, 0.032, 0.004, 0.134, 0.025, 0.019, 0.017, 0.011, 0.000, 0.001, 0.001, 0.090, 0.143, 0.034, 0.004, 0.020, 0.052, 0.058, 0.076, 0.193]}

---

4.
{"formula": "C33H38BaI2N6Te", "method": "the ωB97M-V functional and the def2-TZVPD basis", "multiplicity": 1, "de_lowest_kcal_mol": 0.0, "homo_energy_ev": -6.71, "e_lumo_ev": 0.126, "max_force_ev_per_a": 0.189, "total_charge": 0, "energy_ha": -2497.81790, "elements": ["Ba", "C", "N", "C", "C", "C", "C", "C", "C", "C", "N", "C", "C", "C", "C", "C", "C", "N", "C", "C", "H", "H", "H", "H", "H", "H", "H", "H", "H", "H", "H", "H", "H", "H", "H", "H", "H", "H", "H", "H", "C", "C", "C", "C", "C", "C", "Te", "C", "C", "C", "H", "H", "H", "H", "H", "H", "H", "H", "H", "H", "H", "I", "C", "C", "C", "C", "N", "C", "H", "H", "H", "H", "I", "C", "C", "N", "N", "C", "H", "H", "H"], "coordinates": [[-2.07277, -0.80424, 0.32065], [-0.66922, 0.09741, 3.53173], [-0.07354, -0.45752, 2.32013], [0.28829, -1.86433, 2.54616], [1.03629, 0.28064, 1.77372], [1.77046, 1.17486, 2.53833], [2.85117, 1.86524, 2.00077], [3.20357, 1.63740, 0.68047], [2.47101, 0.75407, -0.09706], [1.35862, 0.06517, 0.40984], [0.49902, -0.68474, -0.37447], [0.98063, -1.49404, -1.36473], [2.27303, -2.06058, -1.38157], [2.65778, -2.98964, -2.33701], [1.77886, -3.39226, -3.33027], [0.49793, -2.84874, -3.34317], [0.08972, -1.93350, -2.38809], [-1.26309, -1.44126, -2.34876], [-1.36574, -0.07886, -2.87310], [-2.26327, -2.31004, -2.95671], [-0.01904, -0.00336, 4.41091], [-1.59900, -0.43761, 3.74163], [-0.89218, 1.15506, 3.38992], [1.00570, -1.95493, 3.37153], [0.73358, -2.27679, 1.64279], [-0.60728, -2.43928, 2.79567], [1.50516, 1.33826, 3.57472], [3.41168, 2.55848, 2.61396], [4.04618, 2.15962, 0.24317], [2.73288, 0.61175, -1.13908], [2.96815, -1.78276, -0.59956], [3.65581, -3.40862, -2.29209], [2.07358, -4.11536, -4.07819], [-0.20075, -3.16884, -4.10525], [-1.24310, -0.05292, -3.96344], [-0.59269, 0.53738, -2.41723], [-2.34818, 0.34336, -2.63230], [-2.20906, -2.32571, -4.05349], [-3.25630, -1.94625, -2.68417], [-2.15040, -3.32613, -2.58015], [-5.02768, 1.98785, -2.34342], [-5.05436, 1.00896, -1.20161], [-5.02200, 1.44748, 0.11863], [-5.04373, 0.56310, 1.19328], [-5.04772, 1.11724, 2.59246], [-5.04441, -0.82976, 0.95901], [-4.51727, -2.16536, 2.52106], [-5.17712, -1.27969, -0.36919], [-5.26280, -2.74655, -0.69700], [-5.17491, -0.35777, -1.41841], [-4.30442, 2.78456, -2.16169], [-6.00427, 2.45732, -2.47946], [-4.76620, 1.49549, -3.28075], [-4.98326, 2.51482, 0.31732], [-5.16811, 2.20219, 2.58223], [-4.13584, 0.85785, 3.13742], [-5.86028, 0.67420, 3.16972], [-4.30056, -3.25078, -0.55863], [-5.58046, -2.89365, -1.73041], [-5.96010, -3.25030, -0.02782], [-5.27038, -0.72278, -2.43711], [-2.25001, 4.69535, 3.73294], [-1.40140, 3.83396, 2.04044], [-0.24910, 4.34692, 1.46695], [0.26672, 3.70764, 0.35294], [-0.37710, 2.58066, -0.12930], [-1.48500, 2.08263, 0.42252], [-1.98895, 2.70901, 1.48514], [0.23698, 5.21864, 1.88387], [1.17184, 4.05839, -0.12175], [0.02261, 2.03904, -0.97609], [-2.89096, 2.29314, 1.91733], [-2.08280, -7.79276, 0.92623], [-1.43686, -5.90015, 0.44167], [-0.24568, -5.55390, -0.15436], [-0.25770, -4.21819, -0.27587], [-1.38351, -3.66604, 0.20580], [-2.10871, -4.68602, 0.65181], [0.58369, -6.14938, -0.49552], [0.45007, -3.62834, -0.69665], [-3.06584, -4.50314, 1.11802]], "forces_ev_per_angstrom": [[-0.2, -0.1, 0.0], [0.0, 0.0, 0.0], [0.0, 0.0, 0.0], [0.0, 0.0, 0.0], [0.0, 0.0, 0.0], [0.0, 0.0, 0.0], [0.0, 0.0, 0.0], [0.0, 0.0, 0.0], [0.0, 0.0, 0.0], [0.0, 0.0, 0.0], [0.0, 0.0, 0.0], [0.0, 0.0, 0.0], [0.0, 0.0, 0.0], [0.0, 0.0, 0.0], [0.0, 0.0, 0.0], [0.0, 0.0, 0.0], [0.0, 0.0, 0.0], [0.0, 0.0, 0.0], [0.0, 0.0, 0.0], [0.0, 0.0, 0.0], [0.0, 0.0, 0.0], [0.0, 0.0, 0.0], [0.0, 0.0, 0.0], [0.0, 0.0, 0.0], [0.0, 0.0, 0.0], [0.0, 0.0, 0.0], [0.0, 0.0, 0.0], [0.0, 0.0, 0.0], [0.0, 0.0, 0.0], [0.0, 0.0, 0.0], [0.0, 0.0, 0.0], [0.0, 0.0, 0.0], [0.0, 0.0, 0.0], [0.0, 0.0, 0.0], [0.0, 0.0, 0.0], [0.0, 0.0, 0.0], [0.0, 0.0, 0.0], [0.0, 0.0, 0.0], [0.0, 0.0, 0.0], [0.0, 0.0, 0.0], [0.0, 0.0, 0.0], [0.0, 0.0, 0.0], [0.0, 0.0, 0.0], [0.0, 0.0, 0.0], [0.0, 0.0, 0.0], [0.0, 0.0, 0.0], [0.0, 0.0, 0.0], [0.0, 0.0, 0.0], [0.0, 0.0, 0.0], [0.0, 0.0, 0.0], [0.0, 0.0, 0.0], [0.0, 0.0, 0.0], [0.0, 0.0, 0.0], [0.0, 0.0, 0.0], [0.0, 0.0, 0.0], [0.0, 0.0, 0.0], [0.0, 0.0, 0.0], [0.0, 0.0, 0.0], [0.0, 0.0, 0.0], [0.0, 0.0, 0.0], [0.0, 0.0, 0.0], [0.0, 0.0, 0.0], [0.0, 0.0, 0.0], [0.0, 0.0, 0.0], [0.0, 0.0, 0.0], [0.0, 0.0, 0.0], [0.0, 0.0, 0.0], [0.0, 0.0, 0.0], [0.0, 0.0, 0.0], [0.0, 0.0, 0.0], [0.0, 0.0, 0.0], [0.0, 0.0, 0.0], [0.0, 0.0, 0.0], [0.0, 0.0, 0.0], [0.0, 0.0, 0.0], [0.0, 0.0, 0.0], [0.0, -0.1, 0.0], [0.0, 0.0, 0.0], [0.0, 0.0, 0.0], [0.0, 0.0, 0.0], [0.0, 0.0, 0.0]], "mulliken_charge": [0.207, -1.300, 1.259, -0.926, 0.210, 0.063, -0.948, -1.001, 0.070, -1.974, 2.063, -1.129, -0.393, -0.951, -0.978, -0.196, 0.145, 1.440, -0.573, -0.953, 0.369, 0.205, 0.334, 0.322, 0.172, 0.321, 0.392, 0.437, 0.402, 0.458, 0.457, 0.396, 0.406, 0.415, 0.321, 0.019, 0.159, 0.402, -0.176, 0.319, -1.874, 0.206, -0.229, 1.708, -1.972, -1.805, 0.070, 1.373, -1.690, -0.132, 0.365, 0.431, 0.358, 0.364, 0.400, 0.301, 0.455, 0.094, 0.379, 0.481, 0.394, 0.105, -0.489, -0.261, -1.088, -0.023, 0.571, 0.110, 0.409, 0.496, 0.164, -0.091, 0.091, -1.168, -0.253, 0.052, 0.902, -0.380, 0.479, 0.002, 0.432]}